Record 1
Density functional theory data (ωB97M-V with the def2-TZVPD basis set) for C28H23BrN5OSSn as an isolated structure at a distorted geometry.

Geometry as ORCA input:
```
! wB97M-V def2-TZVPD RIJCOSX def2/J DEFGRID3
* xyz 3 1
Sn -0.181 0.172 -0.091
C -1.399 3.029 1.746
C -2.235 1.942 2.327
C -3.326 2.251 3.155
C -4.069 1.236 3.705
C -3.712 -0.104 3.438
C -4.399 -1.197 4.009
C -4.027 -2.502 3.713
C -2.954 -2.745 2.875
C -2.231 -1.691 2.284
S -0.928 -2.106 1.270
C -2.607 -0.329 2.569
N -1.904 0.685 2.039
H -1.318 3.862 2.438
H -1.860 3.398 0.828
H -0.393 2.661 1.519
H -3.563 3.281 3.364
H -4.918 1.442 4.339
H -5.225 -1.009 4.683
H -4.580 -3.326 4.138
H -2.666 -3.760 2.642
Br 5.669 -0.146 4.844
C 4.599 -0.340 3.284
C 3.249 0.019 3.316
C 2.489 -0.110 2.176
C 3.030 -0.594 0.974
C 4.391 -0.948 0.966
C 5.162 -0.827 2.103
N 2.174 -0.671 -0.125
C 2.535 -1.159 -1.261
C 1.644 -1.225 -2.401
C 2.096 -1.635 -3.658
C 1.208 -1.667 -4.727
C -0.118 -1.330 -4.505
C -0.495 -0.939 -3.226
N 0.357 -0.871 -2.213
H 2.823 0.395 4.234
H 1.435 0.165 2.203
H 4.873 -1.314 0.073
H 6.205 -1.106 2.080
H 3.536 -1.551 -1.427
H 3.126 -1.914 -3.808
H 1.544 -1.954 -5.714
H -0.847 -1.362 -5.301
H -1.528 -0.679 -3.010
N 2.798 7.047 -1.572
C 1.619 6.471 -1.783
O 0.564 7.047 -1.924
C 1.578 4.949 -1.743
C 2.378 4.206 -0.883
C 2.089 2.859 -0.723
N 1.073 2.259 -1.328
C 0.354 2.956 -2.204
C 0.577 4.299 -2.458
H 2.835 8.059 -1.583
H 3.677 6.554 -1.594
H 3.183 4.647 -0.315
H 2.691 2.237 -0.071
H -0.451 2.425 -2.698
H -0.040 4.843 -3.158
*
```

For the energy, the calculation gives -4615.360499 Ha. The HOMO-LUMO gap (spin up / spin down) comes out at 3.192 / 4.023 eV. For the energy above the lowest of the compared OMol25 structures with the same formula, charge and spin, the calculation gives 12.8 kcal/mol. Its HOMO energy (spin up / spin down) is -15.9 / -15.9 eV.

***

Record 2
Density functional theory data (ωB97M-V with the def2-TZVPD basis set) for a 2-piece molecular cluster, C7H8FN3S overall at a distorted geometry.

Geometry as ORCA input:
```
! wB97M-V def2-TZVPD RIJCOSX def2/J DEFGRID3
* xyz 0 1
C -1.984 1.872 0.135
C -1.432 1.809 -1.128
C -1.110 1.837 1.237
C 0.536 1.901 -0.107
C 0.117 -1.191 -0.153
C 1.134 -1.147 0.712
C 2.474 -1.085 0.091
N -0.075 1.895 -1.213
N 0.214 1.791 1.144
N 2.663 1.701 -0.313
F 2.759 1.383 -1.667
S 3.241 0.498 0.599
H -2.965 1.842 0.435
H -1.869 1.666 -2.022
H -1.672 1.797 2.105
H -0.850 -1.012 0.200
H 0.195 -1.482 -1.242
H 1.226 -0.877 1.813
H 2.221 -1.228 -1.026
H 3.341 -1.846 0.443
*
```

For the energy, the calculation gives -933.609324 Ha. The HOMO-LUMO gap comes out at 7.926 eV. For the energy above the lowest of the compared OMol25 structures with the same formula, charge and spin, the calculation gives 120.6 kcal/mol. Its HOMO energy is -8.1 eV.

***

Record 3
Density functional theory data (ωB97M-V with the def2-TZVPD basis set) for a 2-piece molecular cluster, C5H10O overall.

Geometry as ORCA input:
```
! wB97M-V def2-TZVPD RIJCOSX def2/J DEFGRID3
* xyz 0 1
C 2.465 -0.326 -0.389
C 0.799 0.913 0.988
C 0.978 -0.028 -0.174
C -2.545 -0.586 -0.720
C -2.537 0.101 0.417
O 0.178 0.674 1.997
H 3.057 0.597 -0.387
H 2.632 -0.826 -1.346
H 2.850 -0.972 0.406
H 1.317 1.892 0.869
H 0.557 0.459 -1.065
H 0.403 -0.939 0.013
H -1.949 -1.487 -0.845
H -3.151 -0.285 -1.571
H -1.920 -0.191 1.264
H -3.134 1.002 0.541
*
```

For the energy, the calculation gives -271.699106 Ha. The HOMO-LUMO gap comes out at 10.809 eV. For the energy above the lowest of the compared OMol25 structures with the same formula, charge and spin, the calculation gives 33.6 kcal/mol. Its HOMO energy is -9.8 eV. Its SMILES is CCC=O.C=C.